{"formula": "C43H96B3BrN6O13", "method": "ωB97M-V with the def2-TZVPD basis set", "elements": ["H", "C", "N", "N", "H", "H", "H", "H", "H", "H", "C", "C", "O", "H", "C", "H", "O", "H", "C", "H", "H", "H", "C", "C", "H", "C", "H", "H", "H", "H", "H", "H", "H", "H", "H", "N", "H", "C", "H", "H", "H", "C", "C", "O", "H", "H", "C", "C", "O", "H", "H", "H", "H", "H", "C", "H", "H", "H", "C", "H", "O", "H", "N", "C", "H", "C", "H", "N", "H", "Br", "O", "H", "H", "O", "H", "H", "H", "H", "H", "H", "C", "H", "H", "H", "H", "C", "H", "H", "H", "B", "C", "H", "H", "H", "H", "H", "C", "O", "C", "H", "H", "H", "H", "H", "H", "H", "H", "H", "H", "C", "H", "B", "C", "C", "C", "H", "H", "H", "C", "H", "H", "H", "H", "C", "H", "C", "H", "H", "H", "O", "C", "C", "B", "C", "H", "H", "O", "O", "N", "H", "C", "C", "H", "C", "H", "C", "C", "H", "H", "H", "H", "C", "O", "C", "H", "C", "C", "C", "O", "H", "C", "H"], "coordinates": [[7.6734, -11.9190, 4.0565], [0.7146, 8.8559, 1.8004], [-2.5707, 8.5843, 2.6501], [1.2626, -2.2321, -1.7169], [1.3392, -4.9868, 0.3621], [-4.7841, 5.0279, 0.5155], [3.5041, -0.4637, -2.2304], [-6.3307, 1.4013, 1.4126], [10.1193, -6.9495, 8.4716], [0.3278, 0.8671, -0.6973], [-3.7831, 7.7714, 2.5528], [-8.8457, 2.9512, -1.4516], [-2.9758, 5.6058, 1.6390], [-9.0103, -0.8155, 0.3901], [10.9558, -6.0840, 5.1121], [0.0377, 3.8288, -8.2761], [9.0206, -6.4258, 3.4342], [-2.7263, 4.1666, -3.0282], [5.9632, -5.6853, 1.4496], [7.0879, -4.6549, -0.1274], [-10.0171, -0.1579, -0.9106], [-3.2188, 5.9575, 3.6735], [-1.5596, 5.6655, 1.7078], [9.4863, -6.4102, -0.2603], [8.9621, -10.5921, 4.2050], [-9.3053, 0.1017, -0.1232], [-2.7172, 0.9912, -6.3772], [5.9695, -5.0368, 2.3757], [5.1109, -5.3185, 0.8255], [-4.2121, 7.9667, 1.5663], [-1.8788, 1.7909, -4.2831], [-5.9515, 1.6138, -0.2941], [6.1962, -10.0974, 4.5903], [0.1543, -1.2361, -5.9068], [-3.7190, 6.2746, -2.5475], [-3.8165, 2.9181, -1.7531], [-13.3152, 2.6200, 1.3706], [12.3403, -4.7687, 6.7867], [-0.6435, 2.0186, -3.0345], [-0.1331, 1.8724, -4.7093], [-1.4081, -1.7001, -6.5575], [1.6131, -3.9454, 0.1685], [10.6806, -6.4158, 7.6638], [-12.5764, 1.4143, -0.1612], [9.5563, -7.5095, 6.1209], [-2.5262, -0.3283, -4.7020], [-1.4916, -0.6858, -4.6605], [-11.2479, 2.5923, -1.8242], [-4.4215, 2.0276, 1.0539], [-2.6428, 0.1756, -7.9491], [6.5796, -7.6420, 4.0281], [10.1724, -8.3664, -0.2195], [-13.3499, 2.2154, -1.8504], [-4.4503, 4.0690, -3.3434], [3.5466, -2.5881, 0.5406], [-1.3173, 2.1568, -8.8301], [-11.5733, 2.2229, 1.4741], [-3.2372, 5.6431, -0.9937], [-2.8739, 2.8394, -0.6352], [-1.1909, 5.6326, 2.7357], [0.3935, 8.2729, 3.0503], [-0.5264, -1.3490, -1.0853], [10.3837, -7.4791, 0.2472], [-12.5610, 1.8496, 1.1862], [-0.2290, 0.9673, -6.5149], [-3.7099, 4.1466, -2.5425], [-3.3165, 0.7516, -0.1867], [-0.8063, 0.2607, -6.9502], [-1.1955, 6.5594, 1.1968], [5.7760, -9.6855, 2.1368], [-8.1326, 0.7141, -0.6349], [-6.4298, 5.6396, 0.2767], [-2.8566, 3.7697, -0.0600], [9.3440, -8.5165, 2.2731], [-4.5086, 8.1402, 3.2875], [-2.4426, 8.9855, 4.6996], [-1.9451, 8.3044, 1.9069], [0.0274, 4.4905, -6.6330], [-0.4961, 10.1122, 3.5164], [7.6772, -7.6402, 0.4340], [-3.6508, 6.2515, 2.7111], [0.7311, -1.3989, 0.1637], [-7.3542, 1.6499, -2.2362], [2.9139, 1.1771, -2.6339], [-2.9427, 2.5420, -8.2688], [3.2580, 0.5235, -1.8268], [5.8291, -6.7416, 1.7873], [-5.3183, 0.1992, 0.5969], [4.1739, 0.9481, -1.4094], [8.6343, -7.8037, 3.2501], [-0.4723, 9.0735, 3.8547], [7.6686, -8.3554, 5.2595], [-12.8895, 3.4265, -0.6560], [-1.5378, -1.6694, -4.1838], [-10.9998, 1.5996, -2.2136], [1.6900, -4.2353, -1.9476], [-8.3407, 1.5387, -1.7744], [11.2341, -6.9979, 2.6130], [7.4423, -8.3630, 4.1592], [4.4781, -2.6840, 1.1024], [13.1166, -3.9864, 6.9775], [-4.6648, 5.8406, 2.7050], [-10.2605, 2.5994, -0.0538], [0.0762, -3.9078, -1.3394], [-1.1587, 4.8035, 1.1704], [-11.3519, 3.2747, -2.6735], [11.9199, -5.1671, 8.9954], [-4.7584, 2.8605, -1.3896], [-1.7548, 7.4210, 4.2295], [-2.1051, 0.8482, -7.2735], [-9.7741, 0.7492, 0.6208], [10.4399, -6.5134, 3.6681], [-12.5891, 2.4797, -1.1112], [-3.2370, 1.7144, 0.3250], [11.9982, -5.0939, 5.3930], [0.5528, 2.8248, -6.8870], [1.5477, 8.2953, 1.3711], [9.6555, -6.3576, -1.3763], [7.9283, -6.6684, -0.0598], [-12.7878, 0.9901, 1.8207], [-1.8665, 2.6619, -1.0279], [-0.0426, 9.0658, 4.8598], [2.2459, -1.9974, -1.7225], [0.9748, 0.1741, -1.2439], [8.0513, -4.9427, 1.4155], [-3.9338, 5.4826, -1.8232], [9.7303, -5.3890, 0.1323], [-8.9586, 1.0237, -2.5177], [2.8653, -1.9504, 1.1092], [3.0231, -3.8900, 0.3351], [0.5484, -1.2476, -0.9055], [7.3222, -5.3998, 0.6875], [10.3426, -7.6352, 1.7046], [-1.9541, 2.2077, -7.9436], [-6.0073, 4.0666, -0.3841], [-2.4395, 1.6258, 1.0685], [2.3045, 0.4327, -0.7854], [-0.7162, 0.1208, -3.7847], [-10.2055, 3.0965, -0.9324], [1.0237, 9.8994, 1.9089], [6.9081, -9.7939, 3.7706], [-0.8727, -0.8898, -6.0484], [3.7955, -2.1268, -0.4174], [11.6999, -5.4006, 7.9317], [-8.7477, 3.5740, -2.3487], [-0.1520, 3.5906, -7.2255], [-5.6207, 5.0689, -0.1855], [8.2885, -11.0238, 2.6112], [-8.1771, 3.3799, -0.7008], [12.5184, -4.5971, 4.5375], [1.1081, -3.3578, 0.9428], [-1.8676, 8.4669, 3.9260], [-1.4929, 3.1885, -7.0143], [10.3378, -6.7302, 6.2865], [-0.1248, 8.7898, 1.1013], [8.0067, -10.9155, 3.6995], [1.1281, -3.6109, -1.2479], [-0.8652, 1.5182, -3.9797], [-5.2723, 5.7056, -1.4052], [7.4457, -6.7041, -1.0805], [-5.5518, 1.2661, 0.6599], [0.8615, 0.3910, -2.3069]], "atomic_forces_ev_per_a": [[0.12, 0.97, -0.12], [0.12, -0.28, 0.01], [0.04, -0.15, 0.18], [-0.07, 0.02, 0.22], [0.06, 0.01, -0.03], [-0.03, -0.14, -0.19], [-0.01, 0.04, -0.20], [0.11, 0.06, -0.05], [0.78, 0.65, -0.74], [-0.07, -0.03, 0.01], [0.12, 0.03, -0.12], [-0.09, -0.03, 0.11], [0.25, 0.12, 0.39], [0.08, 0.03, -0.08], [0.93, 0.48, 2.43], [0.02, -0.07, 0.00], [1.40, -2.19, 0.62], [0.00, 0.04, 0.09], [0.41, 1.11, 0.27], [0.48, -0.46, 1.00], [-0.03, 0.11, 0.02], [0.18, 0.05, -0.05], [-0.11, -0.11, -0.31], [-0.65, -0.22, -1.57], [-1.14, -0.35, -0.22], [0.28, -0.04, 0.21], [-0.20, 0.06, -0.05], [-0.18, -0.71, -0.85], [0.47, -0.72, 0.59], [-0.06, -0.07, 0.03], [0.04, -0.02, -0.06], [0.01, -0.17, -0.04], [0.46, 0.38, -1.09], [-0.05, -0.06, 0.07], [-0.07, -0.03, -0.02], [0.20, 0.08, 0.05], [0.06, 0.04, -0.01], [-0.82, -0.68, -0.28], [-0.05, -0.09, 0.02], [-0.14, 0.20, -0.10], [-0.06, 0.07, 0.06], [-0.06, -0.39, -0.15], [0.78, 0.89, -1.81], [-0.07, 0.37, 0.23], [0.70, 0.79, 0.12], [0.05, 0.19, -0.06], [0.12, -0.42, 0.05], [-0.02, 0.14, 0.39], [-0.01, -0.40, -0.18], [0.01, -0.01, 0.02], [0.90, -0.60, 0.25], [-0.17, 0.53, 0.21], [0.01, 0.05, -0.03], [0.03, 0.09, -0.02], [0.26, -0.26, -0.06], [0.16, -0.04, 0.09], [-0.05, 0.17, 0.09], [-0.09, -0.17, 0.12], [-0.34, -0.18, -0.10], [-0.03, 0.11, -0.02], [-0.03, 0.39, -0.20], [0.01, 0.00, -0.02], [0.01, 0.07, 1.13], [0.02, -0.30, 0.00], [0.00, 0.00, -0.05], [-0.14, -0.11, 0.11], [-0.14, 0.03, -0.11], [-0.22, 0.03, 0.06], [0.20, 0.04, 0.15], [0.55, -0.18, 0.54], [-0.37, -0.07, -0.28], [0.02, 0.07, -0.11], [0.10, -0.03, 0.15], [0.34, 1.55, 0.96], [0.07, -0.08, 0.03], [-0.02, -0.02, -0.01], [0.01, 0.06, 0.01], [-0.11, -0.08, -0.03], [-0.06, -0.03, -0.18], [0.44, 0.85, -0.16], [-0.40, 0.05, -0.09], [-0.12, 0.11, 0.12], [0.00, 0.00, 0.04], [-0.03, -0.07, -0.04], [-0.01, -0.04, -0.04], [0.11, 0.02, 0.29], [0.11, 0.81, -0.51], [-0.01, 0.01, -0.09], [-0.12, -0.03, 0.05], [-0.22, 0.50, -0.34], [-0.06, -0.44, 0.37], [0.03, -0.01, -0.99], [0.14, 0.01, 0.13], [0.08, 0.03, 0.01], [-0.15, -0.06, -0.15], [-0.02, -0.07, 0.07], [0.32, 0.22, 0.00], [-2.20, 0.06, 0.26], [-0.83, -0.35, -0.84], [-0.06, -0.10, 0.02], [-0.78, -0.83, -0.24], [0.03, 0.00, -0.04], [-0.04, 0.04, 0.00], [0.03, 0.04, 0.10], [-0.09, -0.03, 0.04], [0.03, -0.01, 0.00], [0.08, 0.04, -1.10], [0.03, -0.05, 0.03], [0.08, -0.01, 0.20], [0.38, 0.13, -0.07], [-0.24, -0.07, -0.05], [-0.07, 0.91, -0.08], [0.09, -0.38, -0.42], [0.22, 0.47, 0.27], [-1.03, -1.12, 1.64], [0.12, -0.01, -0.15], [-0.07, 0.00, 0.12], [0.02, 0.07, 1.15], [-0.01, 1.25, -0.19], [0.00, 0.02, -0.13], [-0.01, 0.00, -0.04], [-0.04, 0.04, 0.02], [-0.02, 0.03, -0.04], [-0.08, -0.02, 0.43], [-0.57, -0.61, -0.86], [0.07, 0.17, -0.36], [0.12, -1.11, -0.05], [-0.14, -0.02, 0.11], [-0.04, 0.02, -0.11], [-0.23, 0.19, 0.10], [0.23, 0.07, -0.31], [-0.77, -0.63, -0.18], [0.17, -0.71, -0.63], [-0.48, -0.08, 0.32], [0.06, -0.11, 0.21], [0.07, -0.01, -0.04], [0.06, 0.04, -0.34], [-0.39, 0.12, -0.23], [-0.04, -0.17, -0.15], [-0.07, 0.01, -0.01], [0.11, -0.32, 1.96], [0.11, 0.12, 0.00], [-0.06, 0.25, 0.07], [-1.08, -1.05, -2.20], [-0.01, -0.09, 0.00], [-0.10, 0.13, 0.25], [-0.23, 0.09, -0.06], [-0.16, -0.03, 1.15], [0.05, -0.02, -0.06], [-0.47, -0.41, 1.03], [0.08, 0.18, -0.05], [0.10, 0.18, -0.35], [0.31, -0.03, -0.31], [0.84, 1.02, 0.19], [0.00, 0.18, -0.07], [0.42, 0.47, -1.48], [0.12, 0.12, -0.05], [0.22, -0.09, 0.13], [0.21, -0.02, 0.11], [0.45, -0.11, 1.04], [0.02, 0.28, 0.20], [0.18, -0.23, 0.07]], "homo_lumo_gap_ev": 8.98, "e_lumo_ha": 0.0196, "e_homo_ev": -8.450, "e_tot_ev": -153776.913}